{
  "formula": "C42H36CdGe2N5O2S",
  "method": "ωB97M-V with the def2-TZVPD basis set",
  "charge": 0,
  "multiplicity": 2,
  "e_above_lowest_kcal_mol": 2.0,
  "species": ["Cd", "O", "C", "O", "C", "C", "C", "C", "C", "C", "C", "C", "C", "N", "H", "H", "H", "H", "H", "H", "N", "C", "C", "C", "C", "C", "C", "N", "C", "C", "C", "S", "C", "N", "H", "H", "H", "H", "H", "H", "H", "C", "Ge", "C", "C", "Ge", "C", "C", "C", "C", "C", "C", "C", "C", "C", "C", "C", "C", "H", "H", "H", "H", "H", "H", "H", "H", "H", "H", "H", "H", "H", "H", "H", "H", "H", "H", "H", "N", "C", "C", "C", "C", "C", "C", "C", "H", "H", "H", "H"],
  "coordinates": [[-0.17168, -0.15686, 1.33634], [-2.10763, 2.78128, 3.82452], [-1.81027, 1.94392, 2.98512], [-0.72232, 1.29501, 2.90258], [-2.86459, 1.62606, 1.90713], [-4.12602, 2.26208, 2.01884], [-5.08733, 1.99278, 1.09833], [-4.80695, 1.08659, 0.04938], [-5.74935, 0.76375, -0.95461], [-5.42919, -0.10699, -1.95585], [-4.14335, -0.68685, -1.99949], [-3.21585, -0.38708, -1.04362], [-3.52431, 0.50051, 0.00926], [-2.56418, 0.78616, 0.94437], [-4.27065, 2.94049, 2.84506], [-6.06240, 2.46126, 1.14937], [-6.72683, 1.22830, -0.91760], [-6.15272, -0.34501, -2.72244], [-3.88654, -1.36597, -2.80159], [-2.22039, -0.80094, -1.07709], [-1.44693, -4.56781, 0.41605], [-1.00081, -4.45182, -0.88828], [-0.96029, -5.34709, -1.94937], [-0.46321, -4.86327, -3.14377], [-0.02422, -3.53650, -3.27726], [-0.06718, -2.65285, -2.21933], [-0.56587, -3.12641, -1.00765], [-0.74724, -2.46671, 0.19984], [-1.26365, -3.35389, 1.00801], [-1.67692, -3.03471, 2.37336], [-2.36072, -3.81310, 3.25762], [-2.65045, -2.93738, 4.69375], [-1.84406, -1.58258, 4.01906], [-1.39356, -1.77360, 2.82313], [-1.78185, -5.40556, 0.86235], [-1.29749, -6.36921, -1.85141], [-0.40847, -5.52381, -3.99639], [0.36340, -3.20164, -4.22807], [0.28030, -1.63187, -2.31722], [-2.70613, -4.82445, 3.14448], [-1.72050, -0.65592, 4.55677], [0.73274, 4.34940, -2.74589], [-0.38010, 3.19278, -1.61256], [-1.15452, 4.31357, -0.20623], [-1.79325, 2.44089, -2.74774], [0.97264, 1.47419, -0.47428], [2.34065, 2.46675, 0.52404], [2.25599, 2.66886, 1.90001], [3.23557, 3.39318, 2.56620], [4.30447, 3.92832, 1.86326], [4.38988, 3.74720, 0.49006], [3.41425, 3.01928, -0.17494], [1.95737, 0.43228, -1.82051], [1.65952, 0.53443, -3.17912], [2.32727, -0.24169, -4.11762], [3.29676, -1.14291, -3.70551], [3.61028, -1.25153, -2.35756], [2.94689, -0.46939, -1.42522], [0.08175, 5.13298, -3.13510], [1.17275, 3.81037, -3.58146], [1.52947, 4.81140, -2.16722], [-1.85856, 5.02369, -0.64001], [-0.36757, 4.86853, 0.30242], [-1.67799, 3.71478, 0.53732], [-2.42358, 3.25147, -3.11348], [-2.41463, 1.74275, -2.19175], [-1.37407, 1.91886, -3.60618], [1.40521, 2.28917, 2.45461], [3.16094, 3.54259, 3.63518], [5.06988, 4.48973, 2.38277], [5.21995, 4.16939, -0.06140], [3.50154, 2.86579, -1.24604], [0.89313, 1.22082, -3.51409], [2.09084, -0.14276, -5.16850], [3.81325, -1.75286, -4.43295], [4.37218, -1.94827, -2.03318], [3.21120, -0.54865, -0.37827], [6.13255, -3.48050, 3.98920], [5.18414, -2.98264, 3.57630], [3.99481, -2.35875, 3.05920], [3.38723, -2.86778, 1.91494], [2.25013, -2.25283, 1.41229], [1.69769, -1.13607, 2.03588], [2.31706, -0.64345, 3.18330], [3.45488, -1.24639, 3.69865], [3.81015, -3.73600, 1.42609], [1.79327, -2.66332, 0.52040], [1.90507, 0.21453, 3.69970], [3.92931, -0.86051, 4.59136]],
  "lowdin_charge": [1.257, 0.038, -0.657, -0.200, -0.201, 0.010, 0.006, -0.155, -0.032, -0.074, -0.069, -0.048, -0.225, 0.116, 0.117, 0.120, 0.114, 0.103, 0.107, 0.079, 0.183, -0.183, -0.018, -0.085, -0.075, -0.003, -0.233, 0.109, -0.272, -0.315, -0.340, 1.062, -0.431, -0.018, 0.163, 0.109, 0.102, 0.102, 0.093, 0.073, 0.088, -0.240, 0.671, -0.234, -0.235, 0.846, -0.379, -0.128, -0.080, -0.092, -0.090, -0.126, -0.399, -0.143, -0.093, -0.092, -0.077, -0.124, 0.020, 0.010, 0.013, 0.022, 0.024, -0.005, 0.023, -0.016, 0.010, 0.065, 0.104, 0.100, 0.100, 0.098, 0.066, 0.102, 0.101, 0.105, 0.087, 0.143, -0.193, -0.248, -0.044, -0.165, -0.234, -0.135, -0.038, 0.114, 0.073, 0.083, 0.116]
}